Density functional theory data (ωB97M-V/def2-TZVPD) for a molecular structure, C17H20BClN6Ti at a distorted geometry.

Properties
LUMO (alpha / beta) ... -0.341 / -0.341 Eh
Calculated total energy ... -63190.3426 eV
Net charge ... +2

```
46
C17H20BClN6Ti | the Open Molecules 2025 dataset | ωB97M-V/def2-TZVPD
H -0.68464 -1.23207 -3.71753
N -0.66168 0.41914 -2.34822
B -0.72064 2.79323 -1.28669
N -0.57645 1.78297 -2.49126
C -0.57929 2.06659 -3.81243
Ti -1.37000 -0.96430 -0.98229
H -0.61371 3.08886 -4.16420
C -0.56068 0.87298 -4.51918
H -0.49754 0.74900 -5.58490
C -0.64791 -0.15564 -3.58850
H -1.12883 3.82718 -1.74444
C 1.84639 -1.34719 2.90068
H 1.15769 -1.82283 3.60539
H 1.75568 -1.81427 1.92585
H 1.64585 -0.27366 2.86064
N 0.58228 3.18670 -0.43340
N -1.85127 2.14118 -0.40967
N 1.22254 2.12375 0.17157
N -1.96014 0.79226 -0.17078
C 1.24710 4.32759 -0.09267
C -3.00721 2.73873 -0.05226
H 0.92993 5.29216 -0.45994
H -3.15709 3.79474 -0.22567
C 2.31929 3.98454 0.75102
C -3.84661 1.77903 0.50183
C 2.23442 2.57154 0.88305
C -3.19346 0.55252 0.39273
H 3.05769 4.61339 1.21255
H -4.81991 1.95751 0.91434
H 2.84614 1.87537 1.44080
H -3.51433 -0.45593 0.64103
H 2.82388 -1.51718 3.25487
Cl 0.75297 -1.88525 -1.30096
C 0.23228 -3.33536 -0.37927
C 1.26892 -4.04913 0.20856
C 0.99436 -4.59844 1.47573
C -0.21561 -4.30542 2.13550
C -1.25774 -3.65655 1.46585
C -1.11096 -3.36858 0.07449
C -2.22054 -2.84022 -0.76098
H 2.25051 -4.14175 -0.27811
H 1.76888 -5.18158 1.97591
H -0.36329 -4.62370 3.17945
H -2.18709 -3.37768 1.98344
H -2.20110 -3.22296 -1.80173
H -3.18020 -2.79709 -0.21506
```

---

Density functional theory data (ωB97M-V/def2-TZVPD) for a single C17H20BrFN6O2 molecule.

Properties
LUMO ... 0.005 Eh
Calculated total energy ... -103748.0662 eV
Energy above the lowest of the compared OMol25 structures with the same formula, charge and spin ... 3.9 kcal/mol
Net charge ... 0

```
47
C17H20BrFN6O2 | the Open Molecules 2025 dataset | ωB97M-V/def2-TZVPD
O 2.13798 -2.06164 1.06751
C 1.44144 -2.54304 0.19349
N 0.52503 -3.50708 0.41821
C 0.16549 -3.87065 1.77475
C -0.68339 -2.77582 2.41918
C -2.03389 -2.63794 1.74856
F -2.94242 -3.51586 2.35035
C -2.63750 -1.24475 1.83948
N -1.83569 -0.30742 1.07454
C -1.27758 0.85454 1.46803
C -0.61636 1.31729 0.35742
C 0.13091 2.58845 0.18014
C -0.71408 3.81075 0.40458
C -0.36923 5.14503 -0.18440
C -1.54068 4.36557 -0.71837
C 1.57962 2.61217 0.60263
C 1.21635 2.58736 -0.85328
N -0.80071 0.40840 -0.63658
N -1.53713 -0.56681 -0.19865
C 1.52029 -2.11722 -1.26262
N 0.67360 -2.76030 -2.08242
C 0.64596 -2.38863 -3.34256
N 1.39107 -1.43596 -3.89345
C 2.24453 -0.82439 -3.09738
O 3.00738 0.13413 -3.62378
C 2.37777 -1.14370 -1.73486
Br 3.69769 -0.25168 -0.74599
H -0.02372 -3.79750 -0.37616
H -0.37797 -4.81514 1.74286
H 1.07948 -4.02090 2.34764
H -0.84528 -2.97696 3.48055
H -0.12948 -1.83712 2.34321
H -1.97766 -2.91012 0.69352
H -3.65386 -1.26235 1.44695
H -2.66404 -0.89937 2.87273
H -1.39527 1.24448 2.46381
H -1.17062 3.84754 1.38851
H -0.57290 6.02086 0.41558
H 0.50881 5.22983 -0.80890
H -1.42059 3.89079 -1.68326
H -2.53799 4.72370 -0.50544
H 1.94807 3.54364 1.01215
H 1.99957 1.71293 1.03273
H 1.36500 1.66501 -1.39483
H 1.37681 3.48217 -1.43736
H -0.03356 -2.91527 -4.00169
H 2.75873 0.20295 -4.55711
```

---

Density functional theory data (ωB97M-V/def2-TZVPD) for a molecular structure, C17H20CoF6N2O at a distorted geometry.

Properties
LUMO (alpha / beta) ... -0.031 / -0.037 Eh
2S+1 ... 4
Calculated total energy ... -76910.7253 eV
Energy above the lowest of the compared OMol25 structures with the same formula, charge and spin ... 0.0 kcal/mol
Net charge ... 0
<S²> ... 3.768

```
47
C17H20CoF6N2O | the Open Molecules 2025 dataset | ωB97M-V/def2-TZVPD
C -1.78263 0.93087 2.69181
C -1.46662 -0.45817 2.89448
H -0.89047 1.35929 3.07568
H -2.76228 1.19731 3.14671
H -1.88081 1.48536 1.68677
H -0.73524 -0.93605 2.15854
H -0.79392 -0.47495 3.69561
H -2.35215 -1.08799 2.97496
C -0.38848 2.55685 -0.86206
C -0.04296 3.39662 -1.88287
C 0.18607 2.89028 -3.17298
C 0.11483 1.51128 -3.39005
H -0.58300 2.89737 0.17337
H 0.03350 4.45171 -1.62622
H 0.45933 3.57756 -3.95737
H 0.35314 1.06987 -4.35390
N -0.53426 1.24814 -1.14003
C -0.22308 0.68231 -2.35863
C -0.31895 -0.74624 -2.35633
N -0.70538 -1.28276 -1.18126
C -0.82059 -2.58307 -0.87493
C -0.34603 -2.98651 -3.20319
C -0.70437 -3.48915 -1.95622
H -1.05273 -2.85315 0.14727
H -0.93000 -4.50224 -1.73399
C -0.11247 -1.64056 -3.42176
H 0.21236 -1.24958 -4.36370
H -0.24090 -3.71538 -4.02547
Co -1.13307 -0.00962 0.01755
C -3.07534 -0.17162 -0.06484
H -3.24896 -1.06977 -0.74264
H -3.30726 0.70655 -0.68840
H -3.78791 -0.20997 0.80925
C 1.70992 -0.07853 2.99455
C 1.87902 -0.05038 1.50376
O 0.75085 -0.16085 0.80270
C 2.66181 1.26415 1.09138
F 3.82130 1.43457 1.80575
F 2.95873 1.37468 -0.20995
F 1.85056 2.33724 1.41469
C 2.85341 -1.26067 1.15877
F 3.97365 -1.32366 1.96261
F 2.15277 -2.41905 1.41156
F 3.26530 -1.30589 -0.11010
H 1.01011 0.70130 3.30426
H 2.65234 0.06211 3.50945
H 1.32086 -1.06965 3.24541
```